ORCA calculation (ωB97M-V/def2-TZVPD) on C5H10N2 in the gas phase at a distorted geometry.

Results
HOMO ... -8.55 eV
Strongest force on any atom ... 0.0226 Eh/bohr
ΔE to the lowest compared entry with this formula, charge and spin ... 3.424 eV
Structure (SMILES) ... CC/N=C/[C@H]1CN1

Last columns: bonded neighbours and bond lengths (Å).
Cartesian coordinates (Å):
1 C -1.96672 -0.16021 0.08751  H5 1.090, H8 1.103, C11 1.560, H12 1.097
2 C 0.65786 -0.29368 -0.83008  C3 1.469, H7 1.100, N15 1.268
3 C 1.17744 -0.55524 0.51931  C2 1.469, N9 1.454, C13 1.465, H16 1.091
4 H 2.73067 0.89591 0.25210  C13 1.088
5 H -3.05056 -0.04717 0.05399  C1 1.090
6 H -1.42939 -0.49713 -1.99796  C11 1.104
7 H 0.59459 -1.12444 -1.54876  C2 1.100
8 H -1.76798 -1.21574 0.33711  C1 1.103
9 N 0.98262 0.50510 1.49450  C3 1.454, C13 1.451, H14 1.025
10 H 3.00947 -0.23541 1.69416  C13 1.080
11 C -1.34602 0.32067 -1.26047  C1 1.560, H6 1.104, N15 1.461, H17 1.073
12 H -1.59526 0.42157 0.93954  C1 1.097
13 C 2.31855 0.22521 1.00339  C3 1.465, H4 1.088, N9 1.451, H10 1.080
14 H 0.58663 1.31052 0.99937  N9 1.025
15 N 0.01482 0.78514 -1.00235  C2 1.268, C11 1.461
16 H 0.90497 -1.55236 0.86784  C3 1.091
17 H -1.82172 1.21725 -1.60921  C11 1.073

Atom charges from the Löwdin analysis, given in e for atoms 1 to 6: number 1, C, carries -0.084; number 2, C, carries -0.177; number 3, C, carries -0.320; number 4, H, carries 0.112; number 5, H, carries 0.065; number 6, H, carries 0.108